# 1
The following is a DFT calculation (ωB97M-V/def2-TZVPD) of a cluster of 2 separate species, C3H11N3 in total.

```
17
Properties=species:S:1:pos:R:3:forces:R:3
C -2.264 -0.265 0.352 -0.2 0.8 0.9
C 0.924 1.709 -0.063 5.0 0.3 1.4
C -1.327 -0.961 -0.592 0.6 -1.5 2.3
N 2.475 -1.446 0.344 2.5 1.2 0.1
N 2.272 -0.184 0.161 -2.6 -1.5 -0.6
N 1.078 0.315 0.065 2.1 -1.4 1.4
H -2.340 -0.745 1.305 0.4 -0.4 0.9
H -1.901 0.775 0.570 -0.9 -0.7 -0.4
H -3.309 -0.377 0.008 0.5 0.9 -0.2
H 0.137 1.807 -0.699 -2.5 1.2 -1.3
H 0.962 2.186 0.935 -1.0 0.1 -0.5
H 1.888 2.081 -0.534 -1.0 0.3 -0.1
H -0.246 -0.966 -0.260 -2.0 -0.4 -0.4
H -1.776 -1.927 -0.774 0.4 -0.6 -0.3
H -1.393 -0.401 -1.437 0.2 1.3 -3.0
H 1.681 -1.935 0.707 -1.1 0.3 -0.1
H 3.137 0.334 -0.087 -0.5 0.1 0.1
```
Forces are in eV/Å.

The calculated total energy comes out at -285.014097 a.u. The value obtained for the energy relative to the best compared isomer or geometry (same formula, charge and spin) is 4.4553 eV. As for the largest force on an atom: 5.23 eV/A. For the HOMO-LUMO gap, the calculation gives 9.2606 eV. The LUMO energy comes out at 0.64 eV.



# 2
The following is a DFT calculation (ωB97M-V/def2-TZVPD) of a cluster of 2 separate species, C3H7NO2 in total.

```
13
Properties=species:S:1:pos:R:3:forces:R:3
O -1.060 -0.664 1.230 0.3 -0.1 0.1
C -1.356 -0.517 -0.137 -0.2 0.1 -0.4
C -0.503 0.571 -0.778 -0.2 0.1 0.0
N 0.908 0.196 -0.664 0.1 0.0 -0.2
C 2.454 -0.423 1.814 -0.3 1.1 0.7
O 2.094 0.506 2.362 0.5 -1.1 -0.6
H -0.093 -0.692 1.285 -0.2 0.0 0.0
H -2.417 -0.258 -0.214 0.1 0.0 0.0
H -1.205 -1.466 -0.682 0.0 0.1 0.1
H -0.649 1.498 -0.211 0.0 -0.1 -0.1
H -0.835 0.753 -1.813 0.0 -0.1 0.2
H 1.149 -0.499 -1.365 0.0 0.0 0.1
H 1.513 0.995 -0.826 -0.1 -0.1 0.0
```
Forces are in eV/Å.

The calculated total energy comes out at -323.722653 a.u. The value obtained for the energy relative to the best compared isomer or geometry (same formula, charge and spin) is 1.5868 eV. As for the largest force on an atom: 1.35 eV/A. For the HOMO-LUMO gap, the calculation gives 10.7468 eV. The LUMO energy comes out at 0.98 eV.



# 3
The following is a DFT calculation (ωB97M-V/def2-TZVPD) of the molecule C6H10Si.

```
17
Properties=species:S:1:pos:R:3:forces:R:3
C 0.130 -0.041 0.692 0.6 0.5 -0.6
C 1.055 0.620 1.696 -1.6 -0.7 -1.4
C -0.657 -1.852 -2.204 0.8 -0.9 -0.3
C -0.197 -0.655 -2.547 0.2 0.7 -0.3
C -1.229 0.573 0.423 -0.1 -4.1 -2.3
C 1.689 0.092 2.730 2.2 1.6 1.0
Si -0.270 0.686 -1.218 0.6 0.0 2.6
H 0.098 -1.141 0.690 0.1 0.4 0.0
H 1.041 1.668 1.477 0.8 0.7 0.2
H -0.431 -2.774 -2.741 -0.2 0.4 -0.5
H -1.085 -2.104 -1.259 -0.5 0.4 0.7
H 0.335 -0.534 -3.526 -0.5 0.0 1.1
H -2.059 -0.140 0.533 0.2 0.3 -0.1
H -1.465 1.451 0.840 -0.7 3.4 1.6
H 1.609 -0.904 3.094 -0.2 -0.9 -0.3
H 2.520 0.680 3.290 -1.9 -0.7 -0.9
H 0.132 2.154 -1.299 0.0 -1.0 -0.5
```
Forces are in eV/Å.

The calculated total energy comes out at -523.975801 a.u. As for the SMILES: C=C[C@H]1C[Si@@H]1C=C. The value obtained for the energy relative to the best compared isomer or geometry (same formula, charge and spin) is 1.5277 eV. As for the largest force on an atom: 4.72 eV/A. For the HOMO-LUMO gap, the calculation gives 8.3498 eV. The LUMO energy comes out at 0.59 eV.



# 4
The following is a DFT calculation (ωB97M-V/def2-TZVPD) of the molecule C18H16ClN3S.

```
39
Properties=species:S:1:pos:R:3:forces:R:3
C -4.980 -1.908 0.897 3.9 -1.2 -0.1
C -3.774 -0.934 0.566 -4.8 -3.6 1.9
C -2.449 -1.154 0.837 -8.3 -5.0 1.1
C -1.538 -0.362 0.630 5.4 3.7 -1.6
C -1.848 0.755 -0.005 -2.0 7.7 -0.4
C -3.247 1.170 -0.095 1.4 1.2 -1.7
C -4.293 0.213 0.230 1.2 7.6 -4.7
H -5.246 0.628 -0.294 1.0 -1.7 1.9
H -3.474 2.261 -0.637 0.6 -3.1 1.7
C -0.743 1.872 -0.087 -3.6 -1.2 -2.7
C -0.591 2.694 -1.413 -3.4 -9.1 -2.1
C 0.326 1.575 -0.979 4.7 -1.3 0.7
C 1.771 1.717 -0.532 -1.8 9.7 1.7
N 2.134 3.210 -0.161 -3.0 -5.9 -3.6
N 3.358 3.032 0.177 4.0 -0.2 4.5
C 3.731 1.736 0.547 2.7 0.7 -1.0
S 5.283 1.087 1.041 -2.0 1.2 -0.4
N 2.709 0.961 0.020 0.0 7.5 -0.5
C 2.819 -0.284 -0.187 -0.6 -9.6 7.1
C 2.444 -0.986 -1.215 -0.4 -3.2 -5.1
C 2.380 -2.417 -1.473 1.5 3.7 14.4
C 2.519 -3.051 -0.068 -0.3 -2.6 -9.1
C 2.898 -2.398 1.036 0.3 -2.3 3.7
C 2.878 -1.082 1.204 -3.7 -6.9 -15.6
H 3.151 -0.456 1.717 5.0 10.3 11.6
H 3.164 -3.072 1.861 -0.2 0.3 0.0
Cl 2.585 -5.054 -0.289 -0.1 3.2 0.9
H 2.275 -2.757 -2.348 -1.1 -3.2 -6.3
H 2.262 -0.490 -2.123 -0.1 1.2 -1.2
H 3.917 3.836 0.627 -1.2 -1.7 -1.2
H 0.400 0.586 -1.329 -1.4 -1.1 -1.4
H -1.195 2.153 -2.374 1.3 2.4 2.8
H -0.153 3.553 -1.474 2.0 5.2 -0.2
H -0.601 2.442 0.744 0.6 1.3 2.4
H -0.605 -0.664 0.895 3.0 -0.3 0.6
H -2.330 -2.021 1.295 1.1 -4.1 2.0
H -4.627 -2.921 0.621 -0.5 0.0 1.3
H -5.815 -1.786 0.329 -1.9 0.9 -2.9
H -5.496 -1.686 1.807 0.8 -0.6 1.6
```
Forces are in eV/Å.

The calculated total energy comes out at -1717.661125 a.u. As for the SMILES: Cc1ccc([C@@H]2C[C@H]2c2n[nH]c(=S)n2-c2ccc(Cl)cc2)cc1. The value obtained for the energy relative to the best compared isomer or geometry (same formula, charge and spin) is 11.7551 eV. As for the largest force on an atom: 17.45 eV/A. For the HOMO-LUMO gap, the calculation gives 6.9742 eV. The LUMO energy comes out at -0.61 eV.



# 5
The following is a DFT calculation (ωB97M-V/def2-TZVPD) of the molecule C4H7N3O.

```
15
Properties=species:S:1:pos:R:3:forces:R:3
C 1.188 -0.130 0.069 -2.6 -1.5 0.0
C 0.374 -1.258 0.055 1.8 1.1 0.2
C -0.926 -0.742 0.105 -2.4 -0.8 -0.9
C -0.936 0.613 0.039 3.2 -1.8 0.2
H 3.047 -0.881 0.061 -0.4 -1.0 -0.3
H 3.046 0.600 0.466 -0.5 0.9 0.3
H 0.738 -2.246 -0.187 -0.2 -0.1 0.4
H -1.879 -2.434 -0.139 0.0 0.6 0.1
H -1.593 2.434 -0.281 -0.9 -0.7 0.0
H -2.777 1.153 -0.243 -0.2 0.5 -0.2
H 0.802 1.930 -0.055 -0.2 -0.3 0.1
N 2.503 -0.056 -0.063 4.3 0.5 -0.5
N -1.904 1.530 0.094 -1.5 2.4 0.2
N 0.428 0.994 0.036 -0.9 0.0 0.3
O -2.112 -1.509 0.043 0.6 0.2 0.1
```
Forces are in eV/Å.

The calculated total energy comes out at -396.090939 a.u. As for the SMILES: Nc1cc(O)c(N)[nH]1. The value obtained for the energy relative to the best compared isomer or geometry (same formula, charge and spin) is 1.5639 eV. As for the largest force on an atom: 4.31 eV/A. For the HOMO-LUMO gap, the calculation gives 6.8959 eV. The LUMO energy comes out at 0.89 eV.



# 6
The following is a DFT calculation (ωB97M-V/def2-TZVPD) of a cluster of 2 separate species, C6H13O2 in total.

```
21
Properties=species:S:1:pos:R:3:forces:R:3
C -0.463 2.439 0.908 -1.3 0.1 -0.4
O 0.027 3.472 1.571 0.3 0.1 0.3
C 0.500 1.801 -0.109 0.9 0.7 1.2
C 0.066 0.524 -0.779 0.9 -0.6 -0.9
C 0.293 -0.697 0.053 0.0 0.3 0.8
C 1.072 -1.734 -0.244 0.1 0.4 -0.6
C 1.235 -3.017 0.504 -0.3 -0.5 0.9
H -1.397 2.703 0.289 0.2 -0.1 0.0
H -0.894 1.592 1.553 0.4 0.1 -0.1
H 0.832 2.587 -0.793 -0.5 0.0 -0.4
H 1.429 1.647 0.470 -0.2 -0.4 -0.1
H -0.986 0.510 -1.080 -0.1 0.3 0.0
H 0.680 0.416 -1.688 -0.4 -0.1 -0.1
H -0.197 -0.582 1.024 -0.1 -0.6 0.0
H 1.673 -1.628 -1.147 -0.2 -0.2 -0.2
H 1.830 -3.767 -0.014 0.2 0.2 -0.2
H 0.280 -3.521 0.697 -0.1 0.2 -0.1
H 1.668 -2.898 1.504 0.1 0.2 -0.1
H -2.732 -1.549 -1.037 0.6 -0.3 0.0
H -1.451 -2.474 -1.111 -0.2 0.5 0.2
O -2.214 -2.143 -1.602 -0.5 -0.1 -0.2
```
Forces are in eV/Å.

The calculated total energy comes out at -386.843391 a.u. The net charge is -1. The value obtained for the energy relative to the best compared isomer or geometry (same formula, charge and spin) is 3.1599 eV. As for the largest force on an atom: 1.62 eV/A. For the HOMO-LUMO gap, the calculation gives 5.4991 eV. The LUMO energy comes out at 3.25 eV.